(1)
10
Properties=species:S:1:pos:R:3:lowdin_charge:R:1 method="wB97M-V/def2-TZVPD" e_above_lowest_kcal_mol=101.5 e_lumo_ev=-0.73 smiles="C=C(Cl)[N+](=O)[O-].Cl" homo_ev=-10.77 charge=0 orbital_gap_ha=0.3692
N 1.92 -1.69 -0.85 -0.4200
O 0.89 -1.98 -1.40 0.0463
C 0.90 0.51 -0.66 0.0401
Cl 3.11 0.07 1.00 0.6678
H 0.33 -0.01 -1.41 0.0629
O 2.89 -2.37 -0.73 0.0902
Cl -2.01 -1.72 0.92 0.2216
C 1.89 -0.30 -0.22 -0.6086
H -1.81 -1.04 -0.24 -0.2004
H 0.83 1.57 -0.29 0.1002



(2)
63
Properties=species:S:1:pos:R:3:lowdin_charge:R:1 method="wB97M-V/def2-TZVPD" e_lumo_ev=-1.47 smiles="C[C@H](O)[C@H](O)[C@@H]1CNC2=NC(N)=NC(=O)C2=N1.CNC(=O)[C@H](Cc1ccc(O)cc1)NC(C)=O" homo_ev=-9.30 charge=0 orbital_gap_ha=0.2879
H 0.30 -5.50 4.59 0.0878
C -0.33 -0.25 2.10 -0.2607
H 4.50 -2.93 -4.20 0.1153
C -2.58 1.98 -5.82 -0.0305
H 1.55 0.69 1.61 0.1128
H -0.33 0.29 4.16 0.0924
C 0.28 -1.61 2.38 -0.0938
H 2.32 1.09 -1.29 0.1397
N -0.07 -0.18 5.02 0.0329
O 1.37 -0.84 -6.39 0.0780
H -1.94 4.02 -4.28 0.1021
C 0.49 0.84 1.76 -0.0345
C -2.78 1.63 -4.34 -0.3771
N 3.02 -0.61 -2.75 0.1724
H -2.89 3.62 1.91 0.1055
C 1.83 -0.73 -5.26 -0.4276
C -1.44 2.33 1.80 -0.3166
O -1.21 3.50 -3.90 -0.0244
N 4.47 -2.16 -3.54 0.1637
H 4.55 -2.36 -2.55 0.1046
O 2.56 -5.02 3.77 0.0361
N 0.00 0.69 -4.35 0.2445
H -0.34 -4.43 3.34 0.0735
H -2.36 -0.88 2.55 0.1172
O -4.08 2.10 -3.97 -0.0477
O -1.96 3.57 1.65 0.0573
C -0.58 1.25 -3.10 -0.2432
H -1.42 1.06 6.05 0.0828
H 3.07 -2.80 3.30 0.1498
C 1.94 0.08 -2.98 -0.2452
C -1.72 -0.05 2.28 -0.0372
C 0.77 -1.22 4.93 -0.4470
H -0.06 -3.82 5.00 0.0711
H 0.03 2.16 -1.22 0.1095
H -1.59 1.69 -6.16 0.0809
H -3.33 1.38 2.27 0.1090
C -2.27 1.23 2.13 -0.0073
C 1.73 -4.13 3.83 -0.5403
H 0.78 -1.94 1.47 0.1293
C -0.06 2.12 1.61 -0.0119
C -1.71 2.25 -3.39 -0.2885
O 1.15 -1.80 5.95 0.0592
H -0.51 -2.32 2.61 0.1039
H 0.13 0.77 6.88 0.0872
N 2.94 -1.50 -4.97 0.1655
C 0.49 1.86 -2.16 -0.1071
H -1.03 0.42 -2.55 0.1602
H -2.71 3.05 -5.99 0.0779
C 0.30 -4.48 4.22 0.0141
H -1.09 -0.51 6.82 0.0876
C 3.44 -1.37 -3.79 -0.5238
H -4.36 1.71 -3.12 0.0976
H -2.75 0.54 -4.24 0.1402
N 1.55 0.85 -1.91 0.0846
H 0.93 2.75 -2.63 0.1295
C -0.65 0.32 6.26 -0.0462
H 0.57 2.97 1.36 0.1158
H 2.04 -0.84 3.30 0.1440
H -2.20 2.47 -2.44 0.1434
C 1.31 -1.62 3.54 -0.1837
N 2.08 -2.88 3.51 0.1078
H -3.32 1.44 -6.42 0.0870
C 1.17 0.07 -4.23 -0.0794



(3)
68
Properties=species:S:1:pos:R:3:lowdin_charge:R:1 method="wB97M-V/def2-TZVPD" e_lumo_ev="0.18 / 0.14" multiplicity=2 homo_ev="-5.56 / -7.49" charge=0 orbital_gap_ha="0.2107 / 0.2805"
H 4.85 -2.66 2.85 0.0999
H 0.69 -4.85 -1.66 0.0040
H 2.73 -2.89 -2.88 0.0107
C -3.77 2.83 2.40 -0.1130
H -2.12 -1.71 -3.32 -0.0264
N -1.68 4.36 -1.10 0.1326
Ge 0.22 -1.12 -0.42 0.7883
C -1.37 -1.55 0.63 -0.3603
H -1.17 -2.46 -4.60 0.0202
C 1.54 4.91 0.78 -0.3432
N 0.45 3.48 -0.66 0.0050
C -3.70 -2.19 0.79 -0.0815
C -0.48 4.38 -0.48 -0.6799
C -2.41 2.54 2.61 -0.1067
N -4.12 1.73 -1.08 -0.2749
C -3.68 -1.96 2.16 -0.0887
H -0.45 -1.00 2.49 0.0898
H -1.91 3.50 -1.58 0.0392
H 1.98 -3.62 -0.17 0.0748
N -1.60 1.14 -0.70 -0.4825
C -3.62 1.97 0.15 -0.4329
C -2.50 -1.53 2.77 -0.0845
H -0.60 1.75 1.77 0.0869
C 1.60 3.78 0.04 -0.3445
Ge 0.20 -2.47 -2.46 0.6668
C 3.53 0.88 -0.79 -0.6895
S 4.95 1.65 -0.16 1.0733
H 2.70 -0.71 -1.66 0.0252
C -1.13 -1.79 -3.74 -0.2761
Pd 0.40 1.23 -0.82 0.6321
H 3.94 -4.24 1.17 0.1014
H -1.03 -4.48 -1.44 0.0126
H -1.96 2.77 3.57 0.0956
C 4.00 3.03 0.27 -0.3379
C 1.91 -2.41 -3.44 -0.2654
H -5.42 2.77 1.02 0.1044
N 3.60 -0.31 -1.41 0.1293
H 2.21 -1.40 -3.71 0.0107
S 0.00 5.67 0.57 1.0647
C 1.75 -1.67 0.71 -0.3722
H 3.76 -0.46 3.18 0.1028
C -4.37 2.55 1.19 -0.0494
C 3.38 -1.15 2.44 -0.0891
H -4.61 -2.52 0.31 0.1029
H -0.40 -4.87 -3.05 0.0182
H -0.82 -0.80 -4.09 0.0108
N 2.44 1.60 -0.67 -0.0433
C -2.24 1.67 0.37 -0.4203
C -2.56 -1.99 0.03 -0.1430
C -0.18 -4.36 -2.11 -0.2472
H -2.46 4.77 -0.61 0.1075
H 4.44 3.89 0.73 0.0789
C 3.47 -3.27 1.31 -0.0901
H -4.35 3.27 3.20 0.0934
C -1.65 1.97 1.61 -0.0793
H -2.60 -2.15 -1.04 0.0699
H 4.25 -0.99 -1.04 0.1068
C -1.36 -1.33 2.00 -0.1238
C 2.27 -0.80 1.67 -0.1520
H 1.78 -2.97 -4.37 0.0205
Se -2.81 1.02 -2.07 0.9983
H -4.57 -2.11 2.75 0.0996
H 2.29 5.33 1.44 0.0753
C 2.71 2.84 -0.09 -0.3235
C 2.37 -2.92 0.55 -0.1240
H -2.48 -1.35 3.83 0.1018
H 1.82 0.17 1.80 0.0864
C 3.98 -2.39 2.25 -0.0950



(4)
154
Properties=species:S:1:pos:R:3:lowdin_charge:R:1 method="wB97M-V/def2-TZVPD" e_above_lowest_kcal_mol=0.0 e_lumo_ev=2.02 homo_ev=-7.96 charge=-1 orbital_gap_ha=0.3666
H -7.88 -2.51 2.77 0.1152
H 6.67 2.20 1.28 0.0784
O 4.57 -1.97 2.48 -0.1498
C -2.41 3.37 2.23 -0.0483
H -1.64 3.10 -3.36 0.1152
C 0.89 1.90 -0.74 -0.4274
H 3.42 -7.20 -1.90 0.1126
O 5.89 -0.65 4.23 -0.2568
H -5.16 0.45 -0.85 0.1076
H 2.76 -3.70 2.40 0.0805
H 5.40 -1.29 -3.28 0.0891
H -2.27 -5.79 0.96 0.1359
O -4.53 2.16 -0.05 -0.1806
H -0.32 -2.25 -3.02 0.0840
O 3.03 0.57 -1.06 0.0943
P -3.93 3.45 -0.84 0.5048
O -0.21 1.59 -0.21 0.2258
O 4.29 -3.00 -1.74 -0.2119
H -6.14 -2.01 -0.75 0.0699
H 3.04 1.52 2.68 0.1130
H 5.15 2.18 0.11 0.0700
C 2.38 -2.86 1.81 -0.0453
O -0.47 0.28 1.78 0.2318
C -2.22 -0.95 0.80 -0.3560
C 1.86 0.66 -0.61 -0.2809
H -7.49 -8.25 0.73 0.1126
H -6.71 -4.59 -2.27 0.1247
C -6.76 1.45 0.16 -0.0598
H 6.68 1.85 -0.44 0.0656
C 5.98 -2.20 -3.19 -0.0852
H 5.30 8.09 -4.87 0.1054
H -4.14 4.16 -4.80 0.0719
O -4.87 4.55 -1.04 -0.2334
C -5.94 -2.61 -1.64 -0.0722
H 7.19 8.44 -3.86 0.0690
C -1.52 -0.49 2.05 -0.3604
H 0.87 0.92 4.60 0.0702
H 1.58 2.43 4.17 0.0704
C -7.00 -3.61 -1.87 -0.2773
C 6.09 1.76 0.47 -0.0485
H -1.96 2.38 2.14 0.0693
O -7.51 -3.87 -0.61 -0.2030
O -7.99 -6.29 0.29 -0.1908
H -7.85 -3.25 -2.45 0.1252
C 3.48 -6.75 -0.91 -0.3101
P 4.80 -0.60 3.21 0.4268
C -2.75 -4.59 2.66 -0.1979
O -2.48 3.76 -0.17 -0.2013
C -2.17 4.38 1.08 -0.2274
C -9.11 -7.80 2.06 -0.0679
H 1.10 -3.07 -3.66 0.0768
O -3.57 2.87 -2.36 -0.1860
C 2.47 0.73 3.17 -0.2492
H 5.15 6.40 -4.72 0.1165
H 5.27 6.01 0.26 0.1122
H 0.49 -2.77 -0.61 0.1056
H -2.09 3.84 3.16 0.0760
O 1.12 -0.29 0.00 0.1845
O 5.38 9.77 -2.44 -0.2767
P 3.32 -4.38 -1.94 0.5138
O 2.95 9.04 -1.57 -0.2013
H 5.78 -2.89 -4.01 0.0845
H -7.11 -7.13 2.02 0.1047
H 6.09 -2.33 -1.15 0.1047
O 3.14 -4.90 -3.28 -0.2292
H 1.90 0.10 2.49 0.0999
H 1.63 -1.99 -1.71 0.1070
C 5.71 -2.95 -1.96 -0.2999
H -6.97 2.47 0.47 0.0721
H -6.41 0.94 1.06 0.0666
O -5.51 -5.30 0.48 -0.2505
H 2.98 10.97 -0.71 0.1125
O 3.35 -0.18 3.80 -0.1915
C -5.74 -3.40 2.91 -0.0674
O -7.51 -4.34 1.91 -0.2310
H 7.50 6.74 -4.05 0.0710
H 4.28 -7.31 0.86 0.0716
C 3.67 -2.07 1.40 -0.2331
H 6.78 -0.33 1.18 0.1211
C 6.81 7.45 -3.61 -0.0930
H 7.00 7.32 -2.55 0.0611
O -0.34 -2.99 3.71 -0.2331
C -7.84 -7.35 1.24 -0.2709
O 4.21 7.54 -3.26 -0.2085
O 0.68 -5.24 3.44 -0.2250
H 1.57 10.12 -0.31 0.1142
O -1.37 -0.63 -0.16 0.2068
H 2.86 6.09 -1.81 0.0704
H 2.59 8.58 1.10 0.0708
C 0.38 -3.07 -2.84 -0.0712
H 3.08 5.00 -0.35 0.0643
H -5.69 -2.70 3.74 0.0835
O -3.29 -1.55 0.67 0.1028
H -10.00 -7.94 1.45 0.0669
O -0.85 -4.41 1.46 -0.2006
O -1.76 -4.94 3.67 -0.1869
C 3.11 9.50 0.84 -0.0947
P -6.99 -4.98 0.44 0.5869
H -2.76 5.29 1.10 0.1187
C 5.91 0.28 0.92 -0.2391
H -1.09 4.51 1.15 0.1147
H 1.63 -2.36 2.42 0.0545
H -2.44 4.24 -5.21 0.0753
H -5.66 -4.45 3.22 0.0729
C 5.35 7.29 -4.13 -0.2250
H -2.29 4.53 -2.87 0.1126
H -3.30 2.66 -4.93 0.0708
H -3.49 3.28 2.30 0.0675
O 1.90 -4.06 -1.20 -0.2004
H -7.67 0.98 -0.23 0.0694
H 3.37 -1.14 0.92 0.0926
H 2.78 6.62 -0.11 0.0519
S -0.35 -4.31 3.08 0.7236
C 1.83 1.39 4.40 -0.0432
H -3.72 -5.08 2.76 0.1070
C 4.50 -7.61 -0.16 -0.0655
C -5.50 1.49 -0.77 -0.3038
C 1.06 -2.90 -1.53 -0.2394
H -5.86 -1.95 -2.50 0.0816
H 6.23 -3.91 -1.92 0.1248
H -8.87 -8.74 2.57 0.0691
C -7.08 -3.01 2.22 -0.2322
O -1.93 -0.73 3.17 0.1384
P 4.52 8.58 -2.02 0.6045
H 4.07 -2.72 0.62 0.1003
H 2.78 10.19 1.61 0.0754
C 4.85 6.31 -0.70 -0.2504
H -6.92 -2.31 1.40 0.0956
O 1.20 2.98 -1.21 0.1108
C 2.63 9.96 -0.52 -0.2778
H -5.91 1.95 -1.67 0.1171
H -0.22 -3.98 -2.92 0.0826
H -2.74 -4.04 0.65 0.1195
C -2.18 -4.75 1.26 -0.1917
H 5.50 5.70 -1.32 0.1035
H 1.84 -3.39 1.03 0.0493
H -3.03 -3.55 2.83 0.1013
H 2.52 -6.68 -0.39 0.1256
C 3.29 5.96 -0.82 -0.0379
H -9.41 -7.14 2.87 0.0657
H 5.55 -7.41 -0.38 0.0789
H 4.32 -8.68 -0.17 0.0715
H 5.49 -0.35 0.13 0.0891
C -3.17 3.70 -4.61 -0.0838
H 4.19 9.42 0.94 0.0730
H 2.45 1.20 5.28 0.0849
H 7.03 -1.91 -3.11 0.0832
O 4.06 -5.51 -1.05 -0.1974
H -4.88 -3.32 2.25 0.0380
H -4.91 -2.94 -1.52 0.0833
B -0.19 0.18 0.39 -0.8640
C -2.62 3.55 -3.19 -0.2861
O 5.19 7.69 -0.79 -0.2191
O 5.01 0.41 2.02 -0.2173



(5)
107
Properties=species:S:1:pos:R:3:lowdin_charge:R:1 method="wB97M-V/def2-TZVPD" e_above_lowest_kcal_mol=20.9 e_lumo_ev=-3.02 homo_ev=-7.40 charge=+1 orbital_gap_ha=0.1612
C -4.52 -2.05 -5.44 -0.1687
C 2.48 -4.23 1.32 -0.0605
H 0.81 4.35 -3.11 0.0601
H 4.15 1.51 -2.20 0.1182
C 3.97 4.25 -1.57 -0.1894
H 1.51 -4.69 1.17 0.1023
N -2.73 -1.32 -0.06 0.0572
H 1.89 2.96 -3.01 0.0512
H -6.31 -3.16 -6.07 0.0736
C -4.09 2.55 -0.97 -0.0081
C -3.46 -2.68 3.26 -0.1172
C 1.86 4.05 -3.03 -0.1022
H 3.17 0.54 -3.67 0.1091
H 0.04 3.75 1.48 0.1075
C 0.19 -0.97 7.85 -0.1661
S -5.99 -3.12 -3.66 1.0690
H 6.45 -0.48 -5.16 0.0719
C -0.66 -1.78 8.53 -0.3991
C -4.90 -2.87 -0.72 0.0487
C -0.10 -0.93 6.46 -0.1104
C 2.50 4.65 -1.78 -0.2514
H -0.67 -2.00 9.58 0.0735
H -5.12 2.72 -0.71 0.1232
C -5.11 -3.53 1.69 -0.0001
N 2.14 0.17 -1.89 0.0247
H 5.62 -2.30 -3.66 0.1090
H -0.41 1.90 -1.67 0.0749
C 4.97 -3.06 1.69 -0.1075
H 4.13 -1.32 0.74 0.0963
H -1.59 3.77 2.12 0.1379
C -5.65 -2.79 -5.30 -0.4002
H -5.13 -3.98 3.76 0.1236
H -3.68 1.39 0.78 0.1207
C 4.98 -1.45 -3.89 -0.2548
H -2.58 -0.82 -2.02 0.1183
C -4.41 3.86 -3.10 -0.0287
O -0.64 1.28 2.22 -0.0854
C 5.85 -0.26 -4.28 -0.1118
H -5.78 -3.47 -0.96 0.1118
H 0.46 -0.34 5.75 0.1062
S 1.53 1.56 0.26 0.7222
H 3.73 -2.09 -2.23 0.1113
N -0.14 4.61 3.43 0.0267
H 5.22 2.86 -0.50 0.1210
C -4.64 -3.45 2.95 0.0000
H 3.64 3.11 0.23 0.0752
H -3.81 4.46 -3.78 0.0838
H -3.00 -1.18 -4.10 0.1108
C 2.51 1.15 -1.09 -0.7553
H 1.31 -0.36 -1.59 0.0516
C -0.55 3.67 2.40 -0.1394
H -0.87 5.27 3.66 0.0968
H 1.01 -0.43 8.31 0.1087
C -4.23 -2.19 -1.70 -0.1690
H -4.12 -1.74 -6.40 0.1081
C 2.68 -2.91 0.86 -0.2498
H -5.01 3.18 -3.70 0.0955
H -3.44 -3.07 5.37 0.1124
C -4.59 -2.26 -3.13 -0.4873
C 4.77 -4.37 2.10 -0.1185
H 5.25 0.63 -4.53 0.0601
Sc -0.86 -0.18 0.66 0.8536
C 3.51 -4.94 1.92 -0.1083
H 4.35 -1.74 -4.73 0.1098
H 4.69 -0.66 -1.90 0.1048
H 2.37 4.39 -3.93 0.0769
C -2.93 -2.58 4.55 0.0486
H -1.74 3.24 -3.29 0.1175
C -1.17 -1.70 6.11 -0.4850
C 4.16 3.00 -0.71 -0.2045
H 0.26 3.07 4.41 0.1204
N -1.98 1.57 -0.38 -0.0187
C -3.56 3.08 -2.15 -0.2448
S -1.82 -2.49 7.50 1.0693
H -5.99 -4.12 1.46 0.1236
H 0.68 5.13 3.16 0.1001
H -0.18 -0.82 3.76 0.1253
N 0.69 -1.53 0.34 -0.1197
N 3.66 1.80 -1.36 0.0289
H 5.56 -4.93 2.57 0.0928
C -3.34 -2.04 0.89 -0.1341
C -1.77 -1.88 4.78 -0.1682
C -3.14 -1.41 -1.30 -0.0362
C 4.09 -1.16 -2.67 -0.2004
C 3.96 -2.34 1.07 -0.0639
H 1.92 4.34 -0.90 0.0745
C -1.47 2.09 -1.51 -0.1113
C -3.91 -1.75 -4.19 -0.1143
N -1.63 -1.36 2.44 0.0561
C -3.28 1.82 -0.14 -0.1283
C -4.46 -2.82 0.62 -0.1167
H 4.50 5.06 -1.06 0.1107
C 1.69 -2.21 0.14 -0.0931
C -1.14 -1.31 3.65 -0.0247
C -0.35 2.26 2.89 -0.5033
C 2.88 -0.31 -3.04 -0.1728
H 6.53 0.01 -3.47 0.0749
H 3.33 -5.95 2.25 0.0986
C -2.80 -2.01 2.23 -0.1328
H 2.43 5.74 -1.84 0.1031
O -0.08 -1.01 -0.87 -0.3964
O 0.16 2.14 4.09 0.1630
C -2.21 2.84 -2.40 0.0017
H -5.10 4.52 -2.57 0.0878
H 4.46 4.11 -2.54 0.1130
H 5.94 -2.59 1.82 0.0981
H 2.19 -0.91 -3.63 0.1326



(6)
17
Properties=species:S:1:pos:R:3:lowdin_charge:R:1 method="wB97M-V/def2-TZVPD" e_above_lowest_kcal_mol=47.3 e_lumo_ev=0.52 smiles="CC1=C2OCC=C2C=C1" homo_ev=-7.45 charge=0 orbital_gap_ha=0.2929
H 3.04 1.29 -0.24 0.1197
O 1.03 -1.34 0.10 0.0392
H -2.93 -0.94 -0.88 0.0577
C 0.83 1.01 -0.06 -0.1991
C -2.22 -1.23 -0.15 -0.0530
C -1.42 1.23 0.07 0.0238
H 0.06 2.98 -0.21 0.1113
H -2.80 -1.18 0.83 0.1040
H -1.92 -2.22 -0.42 0.0673
C 0.21 -0.34 0.04 -0.2788
H -2.47 1.35 0.15 0.0927
C -1.12 -0.26 -0.02 -0.2092
C -0.25 1.93 -0.03 -0.0577
C 2.10 0.76 -0.09 0.0507
H 2.98 -1.46 -0.37 0.1276
H 2.54 -0.84 1.16 0.1248
C 2.32 -0.75 0.11 -0.1210